Below is a 11-piece molecular cluster, C34H87BrClN5O14PS overall at a distorted geometry, with properties calculated with the ωB97M-V functional and the def2-TZVPD basis.

Geometry (Å):
C  -2.660  -3.307  -9.719
C  -1.538  -4.469  -9.298
C  -1.319  -4.450  -7.669
C  -2.565  -3.732  -6.840
C  -2.422  -4.192  -5.258
C  -2.985  -3.032  -4.213
C  -2.640  -3.494  -2.659
C  -1.080  -3.149  -2.287
C  -0.999  -2.075  -1.032
C  -0.023  -2.614  0.213
C  0.845  -1.304  0.777
C  -0.161  -0.132  1.361
C  0.432  0.443  2.772
N  1.663  1.266  2.730
C  2.112  1.355  4.206
N  3.248  0.659  4.538
N  3.901  -0.022  3.493
P  3.833  0.711  6.225
N  5.127  1.967  6.210
O  4.659  -0.801  6.656
N  1.265  2.211  5.107
C  1.216  3.626  4.596
Cl  2.951  4.284  4.862
C  0.701  3.752  3.001
C  1.276  5.267  2.580
C  0.486  6.007  1.369
C  1.461  6.267  0.033
C  1.684  7.915  -0.152
O  0.450  8.571  -0.620
C  0.130  8.235  -2.015
O  0.783  8.927  -2.989
C  -0.893  3.660  3.050
C  -1.765  2.898  1.941
O  -2.514  1.829  2.340
Br  -2.081  3.335  0.006
C  1.580  2.653  2.196
S  1.449  2.768  0.291
H  -2.639  -3.220  -10.887
H  -2.340  -2.267  -9.283
H  -3.728  -3.665  -9.375
H  -1.950  -5.509  -9.656
H  -0.564  -4.190  -9.908
H  -0.291  -3.948  -7.420
H  -1.272  -5.565  -7.316
H  -3.616  -4.122  -7.205
H  -2.479  -2.577  -7.011
H  -3.062  -5.158  -5.081
H  -1.295  -4.424  -5.020
H  -2.480  -1.994  -4.488
H  -4.163  -2.989  -4.400
H  -2.786  -4.658  -2.489
H  -3.397  -2.945  -1.930
H  -0.571  -2.595  -3.211
H  -0.492  -4.158  -2.078
H  -0.518  -1.029  -1.346
H  -2.066  -1.871  -0.539
H  0.704  -3.482  -0.164
H  -0.710  -3.098  1.028
H  1.651  -0.922  0.021
H  1.452  -1.734  1.712
H  -1.166  -0.712  1.646
H  -0.484  0.670  0.576
H  -0.379  0.959  3.474
H  0.720  -0.544  3.389
H  4.175  -0.987  3.779
H  4.705  0.536  3.124
H  6.036  1.563  5.840
H  5.342  2.302  7.187
H  5.569  -0.582  7.025
H  0.339  1.808  5.342
H  0.427  4.206  5.274
H  2.423  5.223  2.250
H  1.120  5.956  3.544
H  0.234  7.116  1.738
H  -0.539  5.555  1.051
H  2.532  5.814  0.155
H  0.942  5.788  -0.906
H  1.871  8.331  0.952
H  2.648  8.180  -0.758
H  -0.719  7.440  -2.255
H  -1.201  3.203  4.112
H  -1.311  4.780  3.109
H  2.705  3.057  2.331
H  1.899  1.573  -0.297
C  5.748  3.415  0.946
O  5.082  4.361  1.762
H  5.194  3.299  0.011
H  6.758  3.770  0.726
H  5.792  2.454  1.463
H  5.596  4.443  2.583
C  -5.336  -0.826  -8.146
O  -4.080  -0.992  -7.515
H  -5.255  -1.146  -9.188
H  -6.084  -1.439  -7.637
H  -5.626  0.227  -8.112
H  -4.183  -0.701  -6.593
C  -3.255  -8.254  -6.580
O  -2.231  -7.913  -7.496
H  -3.780  -7.344  -6.280
H  -3.960  -8.939  -7.057
H  -2.814  -8.725  -5.698
H  -1.783  -8.740  -7.744
C  2.857  6.380  8.607
O  3.897  5.969  7.739
H  3.297  6.772  9.527
H  2.267  7.163  8.126
H  2.221  5.524  8.847
H  3.476  5.625  6.932
C  -2.781  -5.307  1.625
O  -2.751  -3.904  1.438
H  -2.194  -5.783  0.836
H  -2.349  -5.555  2.598
H  -3.813  -5.661  1.572
H  -3.280  -3.509  2.152
C  1.219  -1.691  8.035
O  2.540  -1.878  8.511
H  0.519  -2.136  8.746
H  1.012  -0.622  7.943
H  1.109  -2.179  7.064
H  3.138  -1.473  7.860
C  -2.232  -1.928  7.619
O  -1.989  -3.315  7.481
H  -1.866  -1.412  6.728
H  -3.306  -1.753  7.723
H  -1.704  -1.550  8.498
H  -2.324  -3.746  8.286
C  4.320  8.574  4.685
O  4.564  7.186  4.547
H  4.686  9.089  3.794
H  3.247  8.748  4.790
H  4.849  8.951  5.564
H  4.229  6.756  5.352
C  -5.872  -5.842  -0.431
O  -6.021  -6.172  0.937
H  -4.931  -5.303  -0.567
H  -5.855  -6.757  -1.028
H  -6.702  -5.205  -0.746
H  -6.864  -6.649  1.026
C  2.076  -3.780  -12.247
O  1.002  -3.139  -11.584
H  2.570  -4.460  -11.549
H  1.693  -4.350  -13.097
H  2.793  -3.031  -12.591
H  0.584  -2.543  -12.228

Forces on atoms 1 to 2 (eV/Å):
C 0.73 -0.78 -0.51
C -0.69 1.09 -0.29

Computed properties:
Lowest unoccupied orbital energy in eV: -4.7746
Total charge: +1